Record 1
This record from the OMol25 dataset describes the molecule C3H7NO2 at a distorted geometry. The level of theory is ωB97M-V/def2-TZVPD.

Geometry as ORCA input:
```
! wB97M-V def2-TZVPD RIJCOSX def2/J DEFGRID3
* xyz 0 1
O -0.98293 -2.31164 1.19013
C -0.02819 -1.67609 0.81449
N 0.26375 -0.39259 1.17514
C 0.85156 0.46502 0.15115
C -0.07313 0.72267 -1.02359
O -1.13004 1.58273 -0.53937
H 0.73330 -2.14626 0.16521
H -0.48774 0.03547 1.69915
H 1.12152 1.41815 0.58926
H 1.77732 -0.00060 -0.18421
H 0.48560 1.24900 -1.79884
H -0.55539 -0.18460 -1.36002
H -1.97565 1.23875 -0.87850
*
```

Computed properties:
Gap between HOMO and LUMO = 10.67 eV
E_tot = -8809.34606 eV
Energy above the lowest of the compared OMol25 structures with the same formula, charge and spin = 1.1828 eV
Largest force on an atom = 1.36 eV/A
SMILES string = O=CNCCO

---

Record 2
This record from the OMol25 dataset describes a structure of composition C38H40N5O3PdSSi at a distorted geometry. The level of theory is ωB97M-V/def2-TZVPD.

Geometry as ORCA input:
```
! wB97M-V def2-TZVPD RIJCOSX def2/J DEFGRID3
* xyz -1 1
Pd -0.04042 0.71809 -0.52454
C -5.68918 0.05887 -0.62283
C -5.03328 -1.19834 -0.15869
N -5.26107 -2.27227 -1.12805
C -6.61393 -2.79261 -1.23969
C -7.18360 -2.94214 -2.66699
C -4.29401 -3.06270 -1.65876
O -4.56926 -4.11693 -2.27271
C -2.80649 -2.66251 -1.56974
C -1.92302 -3.69120 -1.83725
C -0.58852 -3.47257 -2.10742
C -0.16084 -2.14734 -2.00480
N -0.91024 -1.14597 -1.60579
C -2.22589 -1.37753 -1.46455
H -5.57298 0.92025 0.08650
H -6.79653 -0.10106 -0.81878
H -5.32605 0.47134 -1.56669
H -5.58435 -1.45587 0.75664
H -4.02706 -1.10299 0.14546
H -7.30327 -2.04012 -0.71556
H -6.71947 -3.73357 -0.69862
H -7.42522 -2.01177 -3.16800
H -8.07144 -3.52767 -2.68451
H -6.45255 -3.46961 -3.29164
H -2.31338 -4.70935 -1.90308
H 0.14445 -4.29306 -2.32405
H 0.82439 -1.84292 -2.29803
H -2.66731 -0.48340 -1.22522
O 1.17642 -3.07776 2.55904
C 1.60577 -1.69963 2.45795
N 0.59298 -0.74758 2.72253
C 0.32615 -0.31358 3.95754
O 0.96367 -0.66129 4.92517
C -0.87009 0.64281 3.96961
C -0.92237 1.74359 4.78795
C -1.99954 2.59198 4.79518
C -2.97241 2.34959 3.84550
N -3.00935 1.29352 3.07584
C -1.99106 0.46586 3.16922
H 0.81090 -3.32643 1.71165
H 2.14278 -1.51211 1.50381
H 2.35116 -1.59317 3.26019
H 0.25516 -0.18685 1.91399
H -0.15374 1.96070 5.48571
H -2.03849 3.50977 5.36891
H -3.76254 3.10011 3.78265
H -2.07705 -0.41853 2.53765
S -2.48657 2.82344 -0.97163
C -1.18722 3.95186 -0.55643
C -0.36548 3.36925 0.34425
N -0.69416 2.15132 0.90361
C -1.77573 1.64163 0.16731
H -1.20412 4.94996 -0.93169
H 0.42923 3.90241 0.80576
H -2.58910 1.10398 0.57777
C 4.07016 3.86878 -3.74458
C 4.61753 3.86276 -2.50447
C 4.12667 2.88368 -1.61078
C 3.09751 1.97292 -1.91606
C 2.51078 2.14045 -3.13914
C 2.99218 3.02406 -4.09096
Si 2.34721 0.65659 -0.73741
C 3.53352 -0.89702 -1.30354
C 3.29361 -2.26051 -0.97188
C 4.19697 -3.29672 -1.22931
C 5.29951 -2.93646 -2.00933
C 5.56151 -1.65565 -2.36238
C 4.70685 -0.61369 -1.97588
C 3.25438 1.10931 0.90305
C 4.34402 0.54664 1.59895
C 4.84857 1.04788 2.79000
C 4.09231 2.00995 3.48378
C 2.91065 2.50175 2.89670
C 2.53781 2.11157 1.59898
H 4.49684 4.55543 -4.47534
H 5.41991 4.54917 -2.23349
H 4.60649 2.71113 -0.66143
H 1.67408 1.57630 -3.45037
H 2.54855 3.00569 -5.06066
H 2.36387 -2.56040 -0.44110
H 4.10426 -4.23241 -0.71035
H 6.06317 -3.63139 -2.37129
H 6.41199 -1.38455 -3.05132
H 4.97279 0.42235 -2.27333
H 4.91918 -0.29573 1.15629
H 5.71676 0.55544 3.29717
H 4.34616 2.32684 4.47899
H 2.29924 3.21398 3.43842
H 1.75029 2.58196 1.08036
*
```

Computed properties:
Gap between HOMO and LUMO = 6.06 eV
E_tot = -75841.42676 eV
Energy above the lowest of the compared OMol25 structures with the same formula, charge and spin = 0.0000 eV
Largest force on an atom = 2.62 eV/A

---

Record 3
This record from the OMol25 dataset describes a structure of composition C4H9N3 at a distorted geometry. The level of theory is ωB97M-V/def2-TZVPD.

Geometry as ORCA input:
```
! wB97M-V def2-TZVPD RIJCOSX def2/J DEFGRID3
* xyz 0 1
C 2.27624 -0.95726 -0.19547
C -1.79448 1.65500 0.23541
N 1.00908 -0.44328 0.24632
C 0.52289 0.75624 0.10091
C -0.73212 -1.05114 0.30302
N -0.79053 0.64074 0.03648
N -1.24364 -1.89702 -0.48759
H -1.17330 -1.63822 -1.46903
H 1.07906 1.68154 -0.05785
H -0.78855 -1.20442 1.37735
H 2.12779 -1.62430 -1.05123
H 2.74913 -1.53320 0.60202
H 2.95496 -0.15262 -0.49673
H -2.67153 1.42589 -0.37119
H -2.10965 1.70313 1.28406
H -1.41536 2.63891 -0.05647
*
```

Computed properties:
Gap between HOMO and LUMO = 9.24 eV
E_tot = -8761.36331 eV
Energy above the lowest of the compared OMol25 structures with the same formula, charge and spin = 3.1617 eV
Largest force on an atom = 1.15 eV/A